Molecular formula: C3H8N2O
Method: DFT, ωB97M-V/def2-TZVPD

Last column: natural (NBO) charge in e.
Element x y z (Å)
C -0.2027 -0.5687 -1.8935  -0.460
N -1.3366 0.1042 -1.0682  -0.639
C -0.9258 -0.2786 0.3713  -0.326
C 0.5375 0.0691 0.6741  0.684
N 0.4659 1.1495 1.5895  -0.837
O 1.5831 -0.5075 0.5162  -0.578
H -0.4522 -1.6277 -2.0210  0.180
H 0.7885 -0.5808 -1.4433  0.231
H 0.0636 -0.0411 -2.7901  0.200
H -2.2410 -0.1109 -1.4292  0.374
H -1.0595 -1.2984 0.7025  0.202
H -1.4828 0.3317 1.0636  0.211
H -0.0182 1.8871 1.2361  0.374
H 1.3781 1.3937 1.9903  0.383

Summary:
energy	-303.8133	hartree
orbital gap	10.14	eV
SMILES	CNCC(N)=O
strongest force on any atom	0.100	Eh/bohr



Molecular formula: C4H9N2OS
Method: DFT, ωB97M-V/def2-TZVPD

Last column: natural (NBO) charge in e.
Element x y z (Å)
N 2.8263 -0.3790 -0.1494  -0.856
C 1.5887 0.0132 0.5852  -0.044
N 0.4614 -0.2847 -0.4204  -0.657
C -0.8480 0.0433 0.1785  -0.219
C -1.1301 1.6025 0.1668  0.440
O -0.2949 2.4603 -0.0562  -0.589
C -1.8347 -0.8976 -0.4558  -0.498
S -3.4768 -1.0069 0.5726  -0.759
H 2.7392 -0.2186 -1.2350  0.350
H 3.0104 -1.3473 -0.0338  0.354
H 1.4703 -0.6583 1.4558  0.172
H 1.5099 1.0347 1.0536  0.178
H 0.6072 0.2044 -1.3692  0.357
H -0.9615 -0.2731 1.2883  0.239
H -2.1641 2.0346 0.4085  0.135
H -1.2492 -1.8748 -0.6230  0.206
H -2.2544 -0.4528 -1.3666  0.192

Summary:
energy	-740.7204	hartree
orbital gap	6.32	eV
SMILES	NCN[C@@H](C=O)C[S-]
strongest force on any atom	0.060	Eh/bohr
charge	-1